Entry 1:
C30H29N2PPd | wB97M-V/def2-TZVPD

```
63
Properties=species:S:1:pos:R:3
H -6.473 0.022 -0.986
C -4.672 -0.410 -0.109
C -0.784 -1.887 -4.638
H 1.589 -4.746 0.911
C -3.866 0.292 -1.029
H -2.197 -2.544 -1.647
C -2.646 -0.983 1.050
H -3.285 -5.622 0.814
C 1.500 0.858 2.432
H -1.706 -7.386 1.531
C 3.061 -2.887 -0.787
C 2.451 -2.239 1.452
C -2.220 -5.428 0.823
H 5.137 -3.306 -1.096
H 2.801 -3.174 -1.794
Pd 0.103 -0.169 0.339
H -0.887 1.863 4.380
C -2.510 0.317 -0.859
C -1.743 -4.190 0.437
C -1.331 -6.417 1.229
H -1.880 0.846 -1.559
H -2.450 -3.422 0.153
C 4.385 -2.992 -0.383
H -1.425 0.312 3.763
C -0.466 1.933 1.604
H 0.109 0.432 4.634
H -2.125 -1.474 1.859
H 2.033 0.351 3.227
H 2.101 2.260 -0.617
H -1.491 2.253 1.747
H 1.891 -1.604 -2.604
C 1.553 1.917 0.250
P 0.306 -2.398 -0.188
C 0.215 2.291 0.429
C -1.757 -2.191 -3.696
H -1.048 -1.798 -5.684
N -6.004 -0.460 -0.240
C -4.007 -1.062 0.952
C 3.769 -2.363 1.855
H -0.267 2.928 -0.298
H 4.038 -2.189 2.890
C 2.084 -2.477 0.123
C 0.031 -6.163 1.261
C -0.364 -3.943 0.428
H 0.720 -6.929 1.588
N -1.886 -0.300 0.166
C 0.873 -1.812 -2.895
C 0.524 -4.924 0.878
H 1.695 -1.978 2.184
C 4.741 -2.726 0.932
H -2.787 -2.327 -4.002
H 1.287 -1.428 -4.958
H -4.564 -1.617 1.697
C -0.543 0.934 3.923
H -6.577 -0.941 0.431
C 2.188 1.187 1.247
H 5.773 -2.831 1.244
C 0.170 1.221 2.632
H 3.236 0.939 1.139
C -1.414 -2.323 -2.360
C 0.525 -1.683 -4.232
C -0.087 -2.167 -1.947
H -4.307 0.817 -1.866
```

Output
energy	-1738.83413	Ha
total charge	+2
frontier orbital gap (spin up / spin down)	6.9 / 6.9	eV
relative energy (zero: lowest compared OMol25 entry of this formula, charge and spin)	0.275	eV

Entry 2:
C22H23F5GeN3O3SZr | wB97M-V/def2-TZVPD

```
59
Properties=species:S:1:pos:R:3
O -0.926 0.278 -2.570
C 3.455 2.396 4.210
H 4.118 2.118 0.897
H -2.178 0.877 -4.855
F -0.572 -1.583 1.244
H -5.638 -1.271 0.936
N -2.526 -2.432 -1.285
H -0.827 0.338 -5.866
C 2.857 -1.484 3.491
H -2.720 1.358 -0.976
F -0.730 -1.339 3.920
C 1.710 1.332 -2.849
C 1.797 -1.682 1.317
H -4.084 -1.705 1.664
H -3.959 -3.865 -1.363
H 3.808 1.599 -2.646
H 1.521 2.142 5.104
C 2.191 1.868 1.795
C 0.470 -1.459 3.354
C -4.824 -0.678 -2.339
F 4.139 -1.671 1.554
H 0.397 1.664 2.954
F 3.963 -1.413 4.217
C 0.591 -1.603 1.992
H -4.160 -0.454 -3.173
C 0.881 0.897 -3.931
C -4.696 -1.792 0.766
H 3.949 2.595 5.151
O 0.325 0.927 0.623
C -2.888 0.655 -0.166
C 1.540 1.502 0.527
H -4.917 -2.844 0.597
C 4.186 2.399 3.028
C 1.623 -1.404 4.117
H -2.167 -4.398 -1.666
H -1.700 -0.822 -4.842
Ge -3.780 -0.996 -0.745
C -0.401 0.468 -3.765
O -1.235 -2.159 -1.365
H 1.250 1.043 -4.935
Zr -0.105 -0.387 -0.833
C 3.558 2.137 1.822
C 2.966 2.087 -3.138
N 1.347 1.096 -1.616
F 1.545 -1.247 5.430
H -5.491 0.171 -2.184
H 2.904 3.091 -2.719
S 1.924 -1.796 -0.442
H -5.427 -1.552 -2.583
H -2.072 0.672 0.563
C -2.905 -3.638 -1.439
C 1.459 1.870 2.980
C 2.091 2.138 4.184
C -1.323 0.200 -4.910
H 3.143 2.149 -4.208
H -3.762 0.965 0.420
H 5.249 2.598 3.049
C 2.936 -1.620 2.114
N 2.121 1.660 -0.613
```

Output
energy	-4263.46897	Ha
total charge	+1
frontier orbital gap	7.7	eV
relative energy (zero: lowest compared OMol25 entry of this formula, charge and spin)	0.701	eV

Entry 3:
C27H25FN7O5S2SiTl | wB97M-V/def2-TZVPD

```
69
Properties=species:S:1:pos:R:3
H 1.381 -6.336 -0.485
N 0.549 -2.535 -0.608
H 1.162 1.984 4.638
O -0.746 0.620 0.883
C -2.896 -3.882 -0.627
H -3.035 5.466 0.487
H -5.040 -4.107 -0.610
H 3.225 -4.643 -0.420
C -4.209 -3.418 -0.649
C -4.405 -2.057 -0.719
C 7.640 -1.070 -0.607
H -2.189 2.372 -1.940
S -2.706 -7.650 -0.319
O 1.976 1.623 0.183
H 2.603 -2.257 -0.530
H -4.830 1.474 0.969
N -1.198 -7.099 -0.378
C -0.298 2.875 1.175
F 6.309 -2.677 0.647
N -3.507 -6.246 -0.444
C -1.830 -2.969 -0.688
C 4.313 1.634 -0.013
C -3.799 5.228 -0.265
O 8.569 -1.790 -0.894
H -5.050 1.964 -2.230
C -2.592 -5.290 -0.548
O 6.619 2.292 -1.376
C 5.425 -0.561 0.289
C -0.152 -4.841 -0.546
C 2.949 1.005 -0.299
N 7.586 0.251 -1.025
C 0.194 3.866 2.025
H -3.443 -0.134 -0.799
H 4.446 2.496 -0.670
C -2.269 2.553 -0.870
N -0.272 1.585 1.616
C 0.722 2.253 3.677
C 0.276 1.278 2.817
C -3.294 -1.214 -0.772
C 1.179 -5.272 -0.463
C -5.051 3.027 -1.954
H -2.214 1.548 -0.415
C -4.691 2.552 1.071
C 6.441 -1.398 0.169
H 0.172 4.899 1.689
H -5.388 -1.652 -0.738
H 1.097 4.349 3.886
C 1.803 -2.984 -0.540
H -5.678 2.959 1.301
H -4.084 2.670 1.969
N 5.457 0.714 -0.222
N -2.046 -1.656 -0.780
H 4.542 -0.825 0.820
Tl 0.279 0.164 -1.434
O 2.899 -0.071 -0.942
H -4.725 5.662 0.091
C 2.181 -4.335 -0.479
Si -3.939 3.385 -0.476
H 8.372 0.584 -1.583
C -1.265 -5.771 -0.503
H 0.286 0.230 3.067
H 4.310 2.017 1.011
C -0.413 -3.458 -0.599
H -6.092 3.272 -1.837
C 0.686 3.568 3.272
C 6.553 1.170 -0.921
H -3.525 5.722 -1.207
S -0.682 3.338 -0.484
H -4.644 3.547 -2.840
```

Output
energy	-3161.70227	Ha
frontier orbital gap	7.5	eV

Entry 4:
C4H12NO | wB97M-V/def2-TZVPD

```
18
Properties=species:S:1:pos:R:3
C 3.026 -1.148 -0.151
H 4.072 -1.047 -0.404
H 3.039 -1.115 0.982
H -0.291 1.619 -0.836
C -0.365 0.604 -0.564
H -3.564 0.910 2.723
O -3.723 1.037 1.791
C 0.603 -0.314 -0.618
H 2.492 0.323 -1.526
C 2.088 0.113 -0.587
H -2.409 -0.021 -1.356
H 2.618 -2.148 -0.365
N -1.778 0.057 -0.450
H 2.085 1.032 -0.029
H -1.777 -0.846 0.079
H -4.363 1.738 1.697
H 0.627 -1.441 -0.557
H -2.382 0.648 0.172
```

Output
energy	-289.29987	Ha
total charge	+1
frontier orbital gap	10.9	eV
relative energy (zero: lowest compared OMol25 entry of this formula, charge and spin)	2.040	eV

Entry 5:
C37H37BrF6N7O6PSY | wB97M-V/def2-TZVPD

```
97
Properties=species:S:1:pos:R:3
C 2.772 2.380 -3.151
C -1.039 -2.767 3.452
C 3.835 1.888 -2.402
H -0.824 -2.241 -1.368
C -3.796 -2.417 1.007
H -3.854 -4.532 0.584
C 2.808 2.368 -4.539
O -1.650 0.257 -4.837
P 0.088 2.081 2.697
H 1.463 -3.713 1.477
H 2.026 -5.142 4.737
C 2.031 4.422 -1.492
F -0.686 0.688 2.062
N -2.091 -1.168 -0.181
C -1.694 -2.297 -0.726
N 0.553 -0.468 -2.223
O 1.035 2.035 -1.237
H -0.251 -4.190 1.396
H 2.157 -1.988 2.963
F -0.494 2.800 1.237
H -2.797 7.262 -0.940
C -2.376 3.866 -0.626
C 1.848 -4.393 3.964
H 1.972 2.752 -5.111
H -1.848 -3.105 2.801
C 6.250 0.899 -5.163
C -2.318 -3.535 -0.514
C -3.919 4.717 1.057
H 3.974 1.876 -6.264
N -3.071 1.211 0.721
O -1.710 2.949 -1.153
C 2.222 -1.357 -4.223
H 5.994 0.291 -6.030
N 0.785 -4.875 3.071
H -4.591 4.570 1.893
F 1.357 1.638 1.811
H 0.638 -0.745 -5.562
H -4.484 2.354 1.680
N 0.165 -2.555 2.639
O 3.080 -1.375 0.096
C 2.611 -1.440 -2.892
C -4.558 -0.055 2.257
H -0.275 -5.773 4.638
H -1.247 -5.363 3.214
C -3.363 -3.594 0.360
F -1.302 2.470 3.356
H -2.521 0.689 -4.842
C -4.805 -2.432 1.997
H 5.790 1.029 -2.485
F 0.759 3.441 3.094
C 3.933 1.874 -5.182
H -5.881 -1.284 3.428
C 0.980 -0.824 -4.540
F 0.566 1.269 3.943
N -0.844 -3.762 4.503
C 1.935 -0.982 -0.426
C -3.275 3.643 0.496
C -1.155 0.260 -3.619
S 1.331 3.027 -2.355
H 2.841 4.077 -0.852
H 2.387 5.143 -2.226
H 3.791 1.893 -1.319
C 0.263 -3.309 5.358
H 3.726 -1.651 -0.568
C -3.159 -1.203 0.672
H 0.970 -1.187 4.006
C -5.145 -1.277 2.636
H 6.835 1.746 -5.524
H 2.765 -4.266 3.385
H 0.433 -4.051 6.139
Y -0.781 0.983 -0.257
N 1.501 -3.120 4.597
C 5.018 1.387 -4.456
C -2.904 6.256 -0.561
H 1.231 4.850 -0.888
C 1.245 -2.136 3.547
C -0.440 -5.019 3.867
H -5.274 -3.372 2.258
H -0.015 -2.364 5.827
H 6.887 0.315 -4.502
H -1.327 -1.815 3.907
C -3.624 2.325 1.013
H -1.634 5.347 -2.013
C 4.948 1.395 -3.060
C 0.547 -3.847 2.062
H 2.881 -1.709 -5.005
C -3.727 6.020 0.566
C -2.267 5.211 -1.146
C 1.733 -0.983 -1.920
Br -4.588 7.432 1.380
C 0.187 -0.386 -3.490
O -1.704 0.742 -2.650
O 1.026 -0.627 0.286
C -3.621 0.008 1.257
H -1.947 -4.417 -1.016
H -4.872 0.834 2.785
H 3.578 -1.858 -2.645
```

Output
multiplicity	2
energy	-6217.94251	Ha
total charge	+2
frontier orbital gap (spin up / spin down)	6.0 / 4.0	eV
relative energy (zero: lowest compared OMol25 entry of this formula, charge and spin)	0.813	eV
expectation value of S²	0.783

Entry 6:
C23H20NO5S4Ti | wB97M-V/def2-TZVPD

```
54
Properties=species:S:1:pos:R:3
H 4.062 0.295 3.009
C 2.738 -0.179 -0.165
Ti -0.296 -1.338 -0.050
O 2.047 -4.584 -0.840
H 1.647 4.532 2.538
C -3.411 0.103 0.469
H -3.385 -0.011 3.824
H 3.022 -1.188 -0.464
H 4.958 2.313 4.132
O -0.246 -2.353 -2.456
H 3.641 0.426 -0.082
C -1.729 1.161 -1.518
H -2.198 -2.771 -2.801
C -1.605 -3.877 -1.079
C 4.056 2.366 3.537
C -4.937 0.847 2.637
H 3.681 4.461 3.885
C -4.636 0.745 0.279
H -4.982 0.931 -0.732
S 0.224 2.693 0.972
C 2.190 3.600 2.638
H 3.499 1.311 -2.271
H -6.349 1.642 1.203
H 1.103 -3.851 -3.098
S -1.388 -0.975 2.109
C 1.653 2.480 1.947
H 2.012 2.458 -3.919
C -3.736 0.200 2.822
C 2.385 1.287 2.127
C -1.311 -3.308 -2.458
S -2.507 -0.384 -0.977
C -2.915 -0.192 1.746
H -0.457 2.368 -3.567
H 1.713 -2.201 -2.836
C 3.338 3.557 3.394
C -0.280 1.032 -1.910
C 1.398 -3.405 -1.058
H 2.040 -4.712 0.119
C -5.406 1.134 1.355
H -5.519 1.131 3.506
C 3.555 1.247 2.905
O -1.376 -3.040 -0.122
N 0.531 0.310 -1.132
O 1.194 -2.601 -0.037
C 1.070 -2.994 -2.420
H -1.730 1.833 -0.653
H -2.290 1.610 -2.336
S 1.955 -0.304 1.462
C 0.223 1.801 -2.947
C 2.423 1.217 -2.226
O -2.031 -5.013 -0.974
H -1.086 -4.115 -3.158
C 1.594 1.862 -3.116
C 1.854 0.445 -1.213
```

Output
multiplicity	3
energy	-3761.78908	Ha
total charge	-1
frontier orbital gap (spin up / spin down)	5.4 / 6.1	eV
relative energy (zero: lowest compared OMol25 entry of this formula, charge and spin)	1.319	eV
expectation value of S²	2.009

Question: What is the energy in the fourth record?
Answer: -289.29987 Ha

Question: Number 1 is which compound?
Answer: C30H29N2PPd